Formula: C24H38BrCa2FLiNO12
Source: the Open Molecules 2025 dataset
Level of theory: wB97M-V/def2-TZVPD

Element x y z (Å)
C 3.04182 1.95549 2.62283
C 1.83187 1.20208 2.21693
C 1.91511 0.59434 0.97348
C 0.81852 -0.05696 0.47870
C -0.36487 -0.12817 1.20704
C -0.42781 0.43348 2.46058
C -1.72269 0.32300 3.23107
C -2.70676 1.53848 3.10427
C -3.83734 1.36297 2.10089
C -3.40169 2.27399 0.95401
O -2.68068 3.36960 1.61050
C -2.15463 2.90608 2.69304
O -1.37115 3.59277 3.32318
C 0.68114 1.10090 2.96783
H 3.33061 2.54986 1.76323
H 2.91508 2.53884 3.52952
H 3.85674 1.25535 2.79956
H 2.83116 0.65257 0.42120
H 0.87623 -0.51959 -0.48558
H -1.20394 -0.66011 0.80395
H -1.52389 0.16287 4.28149
H -2.20699 -0.55041 2.81830
H -3.05757 1.74712 4.11144
H -3.97141 0.39567 1.63461
H -4.79147 1.71331 2.47961
H -4.17027 2.66061 0.31028
H -2.59418 1.76001 0.44223
H 0.59474 1.55374 3.93356
C 1.12159 -1.68126 -4.22920
C 2.40091 -2.32540 -4.59992
O 3.35481 -1.72669 -3.66507
C 2.60805 -1.25871 -2.58231
O 3.11515 -0.86099 -1.57030
O 1.34277 -1.35230 -2.81986
H 0.29339 -2.42463 -4.36126
H 0.91886 -0.75555 -4.76294
H 2.36886 -3.42661 -4.40643
H 2.69456 -2.14874 -5.63744
C 1.45412 3.85575 0.26848
O 2.48008 3.23697 -0.05161
N 0.82603 4.67280 -0.56575
C -0.40150 5.39930 -0.26516
C 1.46715 4.74085 -1.83766
H 0.97804 3.73956 1.25111
H -1.18828 5.09263 -0.95250
H -0.22962 6.47085 -0.36851
H -0.72022 5.18028 0.75112
H 1.48168 3.68931 -2.12117
H 2.49297 5.09584 -1.71277
H 0.95513 5.35806 -2.56709
C 2.86535 -1.36888 -8.17139
O 3.53490 -2.02409 -8.97665
O 3.19485 0.01383 -8.12144
O 1.96469 -1.72705 -7.38303
H 3.88372 0.01211 -8.80075
Li 2.78510 2.42977 -2.02457
F -0.63671 1.66185 -0.15767
Ca 4.15603 -3.83591 -3.00480
Br -0.90773 -3.35741 -2.76502
O -0.91883 -6.39090 -1.84761
C -1.59941 -6.54439 -0.87602
O -2.13666 -7.76198 -0.64248
C -2.79563 -8.11149 0.57478
C -4.26489 -7.74491 0.54755
C -1.95579 -5.39889 0.04527
H -2.27942 -7.68043 1.43434
H -2.68890 -9.19165 0.65776
H -4.40774 -6.66797 0.45619
H -4.75945 -8.08218 1.45878
H -4.75216 -8.21036 -0.30821
H -2.85186 -4.90982 -0.33294
H -1.13755 -4.68490 0.02676
H -2.10886 -5.69953 1.08094
C 1.33894 4.43569 4.71163
O 0.44770 3.40571 4.97861
H 2.33405 4.14523 5.10529
H 1.41576 4.64006 3.64339
H 0.98343 5.34917 5.21289
H -0.43444 3.66103 4.60301
Ca 1.41125 5.33913 6.89387

Forces on the atoms, in the same order (eV/Å):
C 0.43 -0.31 0.25
C 0.34 0.14 0.03
C -0.69 -0.51 0.26
C 0.59 -0.37 -0.39
C 0.21 -0.10 0.19
C -0.42 -0.09 0.39
C 0.48 0.81 -0.54
C 0.21 -0.07 0.04
C -0.50 0.84 -0.86
C 0.91 -0.69 0.44
O -0.58 0.17 -0.53
C 0.03 -0.75 0.23
O 0.64 0.87 0.82
C -0.45 -0.12 -0.24
H 0.22 0.45 0.26
H -0.02 0.23 0.12
H 0.21 -0.03 0.16
H 0.30 -0.04 -0.23
H -0.21 -0.18 -0.26
H -0.26 -0.15 -0.21
H 0.06 -0.16 0.27
H -0.47 -0.20 0.26
H -0.41 -0.16 0.13
H 0.05 -0.49 0.50
H -0.17 -0.12 0.29
H -0.17 0.27 -0.10
H -0.05 0.06 -0.87
H 0.22 0.02 0.30
C -0.66 -0.49 -0.81
C 0.35 0.20 -0.68
O 0.98 -0.91 0.70
C -0.99 0.37 0.18
O 0.89 -0.14 -0.16
O -0.08 0.25 -0.35
H 0.30 0.87 0.56
H 0.14 -0.07 -0.13
H -0.25 -0.11 0.08
H -0.13 0.14 -0.54
C -0.72 -0.25 0.24
O 0.21 -0.05 -0.79
N 0.14 0.39 0.76
C 0.13 -0.07 -0.14
C 0.20 0.13 -0.29
H 0.11 -0.10 -0.03
H -0.03 -0.05 0.06
H -0.01 0.01 -0.01
H 0.01 -0.14 -0.01
H -0.27 0.12 -1.07
H 0.00 0.03 -0.18
H -0.24 -0.15 0.05
C 0.25 0.05 -0.27
O -0.04 -0.02 0.23
O 0.02 -0.55 0.00
O 0.08 0.05 0.82
H -0.01 0.41 0.02
Li -0.08 -0.01 1.10
F -0.15 0.93 -0.35
Ca -0.84 0.63 -0.30
Br 0.06 -0.31 0.41
O 0.29 -0.39 0.05
C -0.33 0.24 0.04
O 0.20 -0.25 -0.05
C -0.23 0.01 0.12
C -0.01 0.13 -0.07
C 0.34 -0.13 0.37
H -0.01 0.06 -0.02
H 0.06 -0.02 -0.10
H 0.02 0.01 0.07
H 0.01 -0.02 0.00
H 0.01 -0.06 0.02
H 0.00 0.01 -0.03
H -0.06 0.09 -0.23
H -0.18 -0.04 -0.07
C -0.50 -1.43 -1.50
O 0.95 1.27 2.26
H 0.14 0.15 -0.13
H 0.19 0.30 0.04
H -0.47 0.84 -2.80
H -0.53 -0.81 -1.09
Ca 0.26 -0.44 3.28

total charge	+2
gap between HOMO and LUMO	1.113	eV
F_max	3.324	eV/A